# 1
Here is the ion C6H12NO with charge -1 from OMol25. Energies are from the ωB97M-V functional and the def2-TZVPD basis.

Geometry (Å):
1 C 2.213 -0.392 0.850
2 O 3.248 -0.403 -0.069
3 C 0.857 -0.016 0.210
4 C 0.539 -1.031 -0.964
5 C -0.646 -0.236 -0.721
6 C -1.915 -0.642 0.004
7 C -3.011 0.325 0.102
8 N 1.417 1.233 -0.517
9 H 2.206 -1.395 1.485
10 H 2.354 0.408 1.623
11 H 0.353 0.262 1.150
12 H 0.336 -2.009 -0.516
13 H 1.135 -1.109 -1.889
14 H -0.569 0.695 -1.351
15 H -1.851 -1.204 0.902
16 H -3.324 0.885 -0.836
17 H -2.779 1.184 0.761
18 H -4.012 0.005 0.382
19 H 1.028 2.147 -0.145
20 H 2.419 1.294 -0.462

The value obtained for the LUMO energy is 3.925 eV. Its net charge is -1. The orbital gap comes out at 6.54 eV.



# 2
Here is the ion C6H12NO2S with charge +1 from OMol25. Energies are from the ωB97M-V functional and the def2-TZVPD basis.

Geometry (Å):
1 C 1.889 0.416 1.396
2 N 1.666 0.458 0.178
3 C 1.998 1.416 -0.846
4 S 0.622 -1.074 -0.470
5 O 1.033 -1.983 0.492
6 O 1.010 -1.179 -1.816
7 C -1.088 -0.445 -0.230
8 C -1.650 0.399 -1.338
9 C -1.430 -0.251 1.255
10 C -1.871 -1.448 0.511
11 H 1.442 -0.386 1.988
12 H 2.588 1.190 1.872
13 H 1.066 1.735 -1.352
14 H 2.677 0.873 -1.632
15 H 2.443 2.423 -0.477
16 H -1.370 0.189 -2.360
17 H -1.432 1.342 -1.012
18 H -2.690 0.482 -1.083
19 H -2.104 0.489 1.598
20 H -0.733 -0.598 1.941
21 H -1.163 -2.221 0.918
22 H -2.902 -1.828 0.466

The value obtained for the LUMO energy is -4.317 eV. Its net charge is +1. The orbital gap comes out at 10.90 eV. As for the SMILES: C=[N+](C)S(=O)(=O)C1(C)CC1.



# 3
Here is the ion C6H12NOS with charge +1 from OMol25. Energies are from the ωB97M-V functional and the def2-TZVPD basis.

Geometry (Å):
1 C -1.906 -0.347 -1.193
2 N -1.301 0.591 -0.229
3 C -1.792 1.873 -0.053
4 C -0.294 0.310 0.521
5 O 0.102 1.196 1.307
6 C 0.332 -1.076 0.432
7 C 1.678 -1.073 1.226
8 C 2.767 -0.740 0.533
9 S 2.540 -0.161 -1.190
10 H -2.824 -0.003 -1.507
11 H -1.238 -0.563 -2.072
12 H -2.151 -1.415 -0.782
13 H -0.853 2.568 -0.074
14 H -2.320 2.297 -0.981
15 H -2.282 2.094 0.831
16 H 1.000 1.055 1.559
17 H 0.431 -1.295 -0.647
18 H -0.341 -1.770 1.014
19 H 1.610 -1.557 2.218
20 H 3.804 -0.667 0.797
21 H 3.038 -1.317 -1.709

The value obtained for the LUMO energy is -3.081 eV. Its net charge is +1. The orbital gap comes out at 10.11 eV. As for the SMILES: C[N+](C)=C(O)C/C=C\S.



# 4
Here is the ion C6H12NS with charge +1 from OMol25. Energies are from the ωB97M-V functional and the def2-TZVPD basis.

Geometry (Å):
1 C -2.038 1.598 0.531
2 C -1.246 0.513 0.164
3 C 0.633 -1.085 0.952
4 C 1.966 -1.214 0.049
5 C 1.452 1.179 -0.859
6 C -1.606 -0.440 -0.853
7 N 0.013 0.222 0.682
8 S 2.821 0.415 -0.134
9 H -1.857 2.194 1.464
10 H -2.978 1.759 0.002
11 H -0.012 -2.060 0.685
12 H 1.015 -1.187 1.971
13 H 2.556 -2.031 0.423
14 H 1.682 -1.521 -0.927
15 H 1.072 0.835 -1.856
16 H 1.239 2.294 -0.699
17 H -1.444 -1.299 -0.245
18 H -0.980 -0.511 -1.679
19 H -2.571 -0.511 -1.140
20 H 0.284 0.852 1.470

The value obtained for the LUMO energy (spin up / spin down) is -5.713 / -5.714 eV. Its net charge is +1. The orbital gap (spin up / spin down) comes out at 7.01 / 7.00 eV.



# 5
Here is the molecule C6H12O from OMol25. Energies are from the ωB97M-V functional and the def2-TZVPD basis.

Geometry (Å):
1 C -2.294 1.800 -0.744
2 C -0.758 1.799 -0.464
3 C -0.185 0.391 -0.519
4 C 1.085 0.128 0.332
5 C 1.801 -1.025 0.274
6 C 1.263 -2.427 0.533
7 O 1.585 -2.774 1.888
8 H -2.566 2.827 -0.990
9 H -2.501 1.224 -1.639
10 H -2.821 1.335 0.096
11 H -0.474 2.522 0.303
12 H -0.380 2.339 -1.345
13 H -0.969 -0.323 -0.252
14 H 0.077 0.086 -1.541
15 H 1.002 0.723 1.272
16 H 2.851 -1.029 -0.036
17 H 0.190 -2.293 0.440
18 H 1.564 -3.296 -0.078
19 H 1.531 -2.007 2.471

The value obtained for the LUMO energy is -0.174 eV. The orbital gap comes out at 7.62 eV. As for the SMILES: CCC/C=C\CO.



# 6
Here is the molecule C6H12O from OMol25. Energies are from the ωB97M-V functional and the def2-TZVPD basis.

Geometry (Å):
1 C 0.061 -2.244 -0.068
2 C -0.339 -0.747 -0.270
3 C -0.334 -0.316 -1.718
4 O -1.144 -0.390 0.826
5 C -0.149 0.583 0.623
6 C 1.310 0.649 1.014
7 C -0.863 1.972 0.648
8 H -0.638 -2.670 0.668
9 H 1.070 -2.467 0.289
10 H -0.086 -2.830 -0.991
11 H 0.724 -0.048 -1.909
12 H -0.918 0.590 -1.870
13 H -0.580 -1.087 -2.455
14 H 1.822 0.926 0.069
15 H 1.591 1.411 1.747
16 H 1.688 -0.332 1.292
17 H -1.874 1.820 1.054
18 H -0.976 2.515 -0.296
19 H -0.363 2.665 1.347

The value obtained for the LUMO energy is 0.966 eV. The orbital gap comes out at 9.42 eV. As for the SMILES: CC1(C)OC1(C)C.



# 7
Here is the molecule C6H12O from OMol25. Energies are from the ωB97M-V functional and the def2-TZVPD basis.

Geometry (Å):
1 C 0.651 -0.859 1.919
2 C 0.537 0.468 1.928
3 C 0.687 1.398 0.750
4 C 0.672 0.705 -0.611
5 C -0.701 0.069 -0.891
6 C -0.671 -1.416 -1.299
7 O -1.321 0.872 -1.892
8 H 0.834 -1.430 1.012
9 H 0.574 -1.432 2.839
10 H 0.329 0.959 2.880
11 H 1.621 1.962 0.882
12 H -0.119 2.147 0.774
13 H 1.475 -0.041 -0.658
14 H 0.870 1.437 -1.402
15 H -1.287 0.145 0.039
16 H -1.373 -2.004 -0.699
17 H 0.317 -1.869 -1.180
18 H -0.949 -1.518 -2.353
19 H -2.178 0.475 -2.093

The value obtained for the LUMO energy is 1.004 eV. The orbital gap comes out at 10.63 eV. As for the SMILES: C=CCC[C@H](C)O.



# 8
Here is the molecule C6H12O from OMol25. Energies are from the ωB97M-V functional and the def2-TZVPD basis.

Geometry (Å):
1 C 2.079 0.536 -1.491
2 C 0.832 -0.171 -0.966
3 C 1.137 -1.615 -0.538
4 C 0.412 0.500 0.312
5 O -0.820 0.914 0.180
6 C -1.433 1.245 1.444
7 C -2.186 0.001 1.869
8 H 2.467 0.032 -2.382
9 H 1.853 1.576 -1.754
10 H 2.856 0.544 -0.719
11 H 0.034 -0.167 -1.724
12 H 1.888 -1.618 0.260
13 H 1.515 -2.199 -1.383
14 H 0.241 -2.116 -0.151
15 H -0.621 1.497 2.131
16 H -2.087 2.106 1.285
17 H -1.494 -0.848 1.834
18 H -3.007 -0.202 1.175
19 H -2.583 0.087 2.883

The value obtained for the LUMO energy is 1.155 eV. The orbital gap comes out at 9.46 eV.



# 9
Here is a structure of composition C6H12O from OMol25. Energies are from the ωB97M-V functional and the def2-TZVPD basis.

Geometry (Å):
1 C -0.153 -1.442 -1.922
2 C -0.137 -0.884 -0.507
3 O 0.127 -1.965 0.381
4 C 0.890 0.213 -0.332
5 C 0.479 1.655 -0.457
6 C 1.003 1.142 0.845
7 C -0.818 0.772 2.015
8 H -0.432 -0.666 -2.643
9 H -0.875 -2.261 -1.990
10 H 0.835 -1.834 -2.186
11 H -1.131 -0.467 -0.283
12 H 0.716 -1.634 1.069
13 H 1.873 -0.073 -0.715
14 H -0.585 1.829 -0.605
15 H 1.111 2.369 -0.983
16 H 0.434 1.113 1.921
17 H -1.518 1.305 1.376
18 H -0.884 1.138 3.045
19 H -0.937 -0.310 1.972

The value obtained for the LUMO energy is 0.651 eV. The orbital gap comes out at 9.00 eV.



# 10
Here is the molecule C6H12O from OMol25. Energies are from the ωB97M-V functional and the def2-TZVPD basis.

Geometry (Å):
1 C -0.752 -1.094 -1.541
2 C -0.637 -0.309 -0.238
3 O -1.895 -0.290 0.438
4 C 0.462 -0.869 0.694
5 C 1.015 0.353 1.427
6 C 1.059 1.406 0.314
7 C -0.251 1.175 -0.457
8 H -0.961 -2.154 -1.348
9 H 0.182 -1.038 -2.112
10 H -1.562 -0.689 -2.157
11 H -2.135 -1.206 0.633
12 H 0.058 -1.640 1.361
13 H 1.257 -1.334 0.096
14 H 0.316 0.666 2.212
15 H 1.989 0.171 1.893
16 H 1.921 1.211 -0.337
17 H 1.158 2.431 0.685
18 H -0.164 1.424 -1.521
19 H -1.060 1.785 -0.042

The value obtained for the LUMO energy is 0.972 eV. The orbital gap comes out at 11.07 eV. As for the SMILES: CC1(O)CCCC1.



# 11
Here is the molecule C6H12O from OMol25. Energies are from the ωB97M-V functional and the def2-TZVPD basis.

Geometry (Å):
1 C 1.505 1.577 -0.279
2 C 1.491 0.063 -0.202
3 C 0.906 -0.721 -1.341
4 C 0.233 -0.742 0.009
5 C -1.105 -0.076 0.322
6 C -2.150 -1.087 0.773
7 O -0.989 0.830 1.414
8 H 0.619 1.964 -0.798
9 H 2.377 1.914 -0.849
10 H 1.563 2.045 0.713
11 H 2.377 -0.353 0.275
12 H 0.446 -0.140 -2.139
13 H 1.417 -1.616 -1.688
14 H 0.387 -1.668 0.566
15 H -1.473 0.461 -0.572
16 H -2.516 -1.704 -0.052
17 H -2.992 -0.546 1.214
18 H -1.730 -1.742 1.546
19 H -0.436 1.564 1.124

The value obtained for the LUMO energy is 1.048 eV. The orbital gap comes out at 11.15 eV. As for the SMILES: C[C@@H]1C[C@@H]1[C@@H](C)O.



# 12
Here is a cluster of 2 separate species, C6H12O in total from OMol25. Energies are from the ωB97M-V functional and the def2-TZVPD basis.

Geometry (Å):
1 C -2.499 0.488 -0.645
2 O -1.802 0.232 0.565
3 C -1.149 -0.886 0.792
4 C 0.684 -0.586 -1.013
5 C 2.059 -0.373 -0.519
6 C 1.072 -0.371 0.583
7 C 1.003 0.909 1.395
8 H -2.646 -0.449 -1.176
9 H -1.917 1.167 -1.261
10 H -3.452 0.963 -0.417
11 H -1.335 -1.621 -0.028
12 H 0.436 -1.578 -1.403
13 H 0.220 0.218 -1.585
14 H 2.503 0.586 -0.733
15 H 2.735 -1.209 -0.575
16 H 1.096 -1.269 1.191
17 H 1.963 1.133 1.866
18 H 0.772 1.778 0.788
19 H 0.256 0.869 2.177

The value obtained for the LUMO energy is 0.980 eV. The orbital gap comes out at 8.66 eV.